Record 1
Here is a structure of composition C44H51CsN6O3P2S4 from the Open Molecules 2025 dataset. Energies are from wB97M-V/def2-TZVPD.

Computed properties:
HOMO-LUMO gap: 2.7 eV
total energy: -124006.81613 eV
strongest force on any atom: 1.0 eV/Å
HOMO: 0.5576 eV

```
! RIJCOSX wB97M-V def2-TZVPD def2/J DEFGRID3
* xyz -2 1
Cs 0.290 0.048 0.311
C -2.661 0.653 -6.111
S -3.933 0.501 -4.850
C -3.041 0.745 -3.286
S -1.400 1.070 -3.206
N -3.927 0.498 -2.342
N -3.468 0.684 -1.083
C -4.208 0.177 -0.172
C -3.865 0.272 1.248
C -4.625 -0.458 2.172
C -4.276 -0.437 3.510
C -3.172 0.305 3.901
C -2.483 1.005 2.917
N -2.817 1.013 1.634
H -2.660 -0.233 -6.746
H -1.703 0.740 -5.590
H -2.822 1.543 -6.719
H -5.099 -0.400 -0.436
H -5.468 -1.042 1.821
H -4.846 -1.004 4.238
H -2.838 0.330 4.930
H -1.598 1.576 3.179
O -0.543 -2.578 -0.218
P -0.329 -3.704 0.725
C -0.963 -3.363 2.414
P -0.087 -2.170 3.479
O 0.002 -0.800 2.912
C 1.536 -2.802 3.910
C 2.629 -2.204 3.286
C 3.919 -2.612 3.607
C 4.108 -3.603 4.557
C 3.016 -4.205 5.183
C 1.731 -3.808 4.860
C -1.024 -2.223 5.039
C -0.494 -1.477 6.091
C -1.175 -1.373 7.293
C -2.395 -2.019 7.457
C -2.928 -2.766 6.418
C -2.245 -2.865 5.212
C 1.362 -4.243 0.877
C 1.743 -5.318 1.699
C 3.073 -5.670 1.777
C 4.033 -4.953 1.055
C 3.671 -3.865 0.281
C 2.323 -3.517 0.186
C -1.339 -5.140 0.238
C -2.713 -4.932 0.111
C -3.542 -5.955 -0.322
C -3.002 -7.195 -0.640
C -1.635 -7.402 -0.536
C -0.804 -6.377 -0.101
H -1.049 -4.314 2.949
H -1.972 -2.959 2.263
H 2.549 -1.419 2.534
H 4.724 -2.124 3.057
H 5.112 -3.920 4.815
H 3.171 -4.980 5.925
H 0.881 -4.265 5.358
H 0.454 -0.969 5.956
H -0.757 -0.786 8.100
H -2.930 -1.937 8.395
H -3.880 -3.266 6.540
H -2.685 -3.432 4.402
H 1.004 -5.858 2.282
H 3.375 -6.489 2.420
H 5.079 -5.219 1.147
H 4.402 -3.203 -0.175
H 2.053 -2.649 -0.405
H -3.130 -3.952 0.316
H -4.605 -5.778 -0.428
H -3.647 -7.993 -0.986
H -1.209 -8.361 -0.804
H 0.265 -6.535 -0.037
O 2.325 0.871 -1.367
S 2.988 -0.465 -1.688
C 4.481 -0.018 -2.609
C 4.048 0.521 -3.961
C 3.072 -0.514 -4.514
C 2.093 -0.791 -3.378
H 5.078 -0.931 -2.686
H 5.004 0.666 -1.945
H 4.905 0.697 -4.619
H 3.532 1.474 -3.815
H 3.633 -1.423 -4.761
H 2.576 -0.180 -5.431
H 1.702 -1.809 -3.374
H 1.254 -0.093 -3.378
C 1.560 5.331 -2.802
C 1.889 3.881 -2.509
N 1.001 3.407 -1.474
C 0.698 4.134 -0.357
N 0.314 3.514 0.698
C -0.142 4.255 1.852
C -0.473 5.713 1.562
C 0.643 6.295 0.718
N 0.758 5.529 -0.503
C 1.635 6.108 -1.502
H 0.548 5.397 -3.208
H 2.260 5.750 -3.529
H 2.944 3.781 -2.215
H 1.738 3.255 -3.389
H 1.072 2.413 -1.301
H 0.623 4.203 2.639
H -1.028 3.753 2.253
H -0.595 6.281 2.489
H -1.406 5.775 0.996
H 1.589 6.287 1.286
H 0.438 7.335 0.443
H 2.679 6.129 -1.146
H 1.326 7.148 -1.649
S 4.411 -0.672 0.632
*
```

Record 2
Here is a structure of composition C44H52AsF6MoN3O4SSeSi from the Open Molecules 2025 dataset. Energies are from wB97M-V/def2-TZVPD.

Computed properties:
HOMO-LUMO gap (spin up / spin down): 5.7 / 7.2 eV
total energy: -222197.85515 eV
strongest force on any atom: 0.5 eV/Å
HOMO (spin up / spin down): -3.8618 / -5.9902 eV
<S²>: 3.8100

```
! RIJCOSX wB97M-V def2-TZVPD def2/J DEFGRID3
* xyz -1 4
Mo 0.102 -1.671 -0.576
C -6.843 -0.822 1.320
Si -5.379 -0.414 0.217
C -4.893 1.363 0.532
C -5.864 -0.618 -1.580
C -4.025 -1.669 0.593
C -4.321 -2.878 1.207
C -3.360 -3.874 1.360
C -2.086 -3.634 0.903
N -1.761 -2.461 0.337
C -2.700 -1.507 0.155
S -2.058 -0.167 -0.719
H -7.653 -0.115 1.126
H -6.572 -0.738 2.375
H -7.238 -1.826 1.151
H -5.797 1.975 0.604
H -4.270 1.753 -0.272
H -4.334 1.472 1.463
H -6.667 0.072 -1.854
H -6.203 -1.636 -1.786
H -5.006 -0.411 -2.224
H -5.326 -3.062 1.571
H -3.586 -4.820 1.830
H -1.309 -4.375 0.978
C -0.273 3.204 -3.713
C -0.949 1.914 -3.242
C -2.472 2.107 -3.272
C -0.572 0.688 -4.064
C -0.953 0.676 -5.403
C -0.840 -0.458 -6.184
C -0.372 -1.626 -5.608
C 0.062 -1.661 -4.289
C 0.563 -2.992 -3.750
C 2.074 -3.002 -3.494
C -0.289 -3.592 -2.615
C 0.025 -0.474 -3.533
N 0.545 -0.511 -2.226
C 1.247 0.477 -1.634
C 1.484 1.064 0.773
N 1.186 0.541 1.871
C 1.374 1.066 3.167
C 2.584 0.940 3.862
C 2.632 1.390 5.177
C 1.522 1.939 5.795
C 0.328 2.034 5.098
C 0.230 1.599 3.783
C -1.090 1.611 3.033
C -1.777 0.250 3.187
C -2.013 2.752 3.453
C 3.795 0.278 3.241
C 5.078 1.086 3.441
C 3.951 -1.138 3.802
C 2.194 2.274 0.333
C 2.533 3.266 1.240
C 3.289 4.362 0.823
C 3.723 4.452 -0.478
C 3.383 3.473 -1.431
C 3.845 3.542 -2.776
C 3.519 2.552 -3.683
C 2.679 1.506 -3.337
C 2.156 1.430 -2.025
C 2.571 2.386 -1.026
H -0.591 4.038 -3.085
H -0.564 3.436 -4.741
H 0.811 3.141 -3.675
H -0.667 1.744 -2.203
H -2.803 2.418 -4.266
H -2.761 2.887 -2.564
H -2.995 1.190 -3.004
H -1.382 1.575 -5.831
H -1.147 -0.442 -7.222
H -0.324 -2.536 -6.195
H 0.385 -3.692 -4.573
H 2.387 -2.196 -2.837
H 2.601 -2.896 -4.443
H 2.390 -3.934 -3.023
H 0.039 -3.417 -1.567
H -0.171 -4.679 -2.608
H -1.349 -3.359 -2.712
H 3.559 1.296 5.730
H 1.582 2.279 6.821
H -0.542 2.450 5.589
H -0.873 1.739 1.971
H -2.020 0.061 4.235
H -1.125 -0.554 2.841
H -2.703 0.212 2.605
H -2.360 2.639 4.482
H -2.899 2.770 2.816
H -1.513 3.719 3.368
H 3.635 0.199 2.168
H 5.378 1.120 4.491
H 4.961 2.111 3.084
H 5.893 0.626 2.878
H 4.117 -1.105 4.882
H 4.806 -1.642 3.345
H 3.062 -1.745 3.618
H 2.226 3.189 2.272
H 3.551 5.130 1.539
H 4.339 5.287 -0.792
H 4.481 4.369 -3.064
H 3.915 2.598 -4.690
H 2.415 0.746 -4.059
O 1.728 -2.350 -0.542
Se 3.741 -2.035 0.195
O 4.505 -2.824 -0.976
O 0.952 0.337 -0.283
O 3.769 -0.442 -0.107
F 0.542 -3.174 1.782
As 1.129 -4.704 2.463
F 2.644 -4.469 1.669
F 1.697 -3.840 3.846
F 1.657 -6.213 3.106
F -0.427 -4.905 3.223
F 0.494 -5.487 1.036
*
```